Density functional theory data (ωB97M-V/def2-TZVPD) for a cluster of 9 separate species, C34H55NO24 in total at a distorted geometry.

ΔE to the lowest compared entry with this formula, charge and spin (kcal per mole): 0.00
E_LUMO (eV): 0.24
Net charge: 0
SMILES: C[C@H]1COC(=O)O1.C[C@H]1COC(=O)O1.C[C@H]1COC(=O)O1.C[C@H]1COC(=O)O1.C[C@H]1COC(=O)O1.C[C@H]1COC(=O)O1.COC(=O)OC.COC(=O)OC.CCCC#N
DFT total energy (a.u.): -3188.9967
HOMO level (hartree): -0.378

```
114
C34H55NO24 (ωB97M-V/def2-TZVPD)
O 21.87564 11.02199 -4.93691
H 24.78163 7.21289 0.49446
C 22.81181 11.47173 -5.59462
O 18.22296 11.75367 -1.67622
H 19.21367 17.07336 0.31188
C 18.87541 11.87772 -2.92005
O 25.54273 7.43558 -2.75521
O 23.35638 12.15113 -1.24471
C 19.85778 17.42068 -1.72418
H 23.65177 12.02451 -8.17773
H 26.84797 8.80195 0.71462
O 25.18502 6.71967 -7.91036
H 23.47420 15.03657 2.19440
H 20.17284 19.92922 -0.26578
H 25.60469 12.44587 -5.75783
O 23.02499 16.33124 -0.87147
H 26.82815 7.89819 -8.47061
H 22.01578 15.15412 1.34206
H 18.64167 10.03996 -4.25055
H 25.48897 4.81886 0.10097
O 24.43548 12.43403 -3.12499
O 27.09140 6.67736 -1.15887
H 21.17693 8.68889 1.20482
H 27.16001 6.29560 -7.90777
C 24.97960 7.81699 1.38456
H 21.94800 12.39524 1.63163
H 26.42541 3.89958 -0.98407
O 20.39878 17.07717 4.76656
O 22.47995 16.37395 4.54621
O 23.86954 6.84635 -6.13933
H 23.79462 8.05661 -4.41771
C 21.55242 16.90778 5.39460
H 23.79915 6.21323 -4.13369
H 26.45188 6.49250 -9.56469
H 20.10592 19.16084 1.34438
H 26.54778 11.00103 -7.78801
H 20.43139 12.16083 2.57374
C 24.94730 11.71859 -6.34208
C 25.83318 9.05080 1.18044
H 25.46928 7.15200 2.13674
H 25.23239 9.94413 -7.66084
C 19.96638 17.67309 -0.19587
C 25.47347 4.38714 -0.86632
C 21.42578 9.61330 1.67917
H 20.11745 10.11198 -3.25599
C 25.98759 6.47207 -1.91863
H 22.13854 17.20620 2.66911
O 25.23507 5.34587 -1.86704
C 17.96886 10.51021 -1.36310
N 19.78627 13.96063 0.08729
O 21.74481 17.17179 6.57678
H 19.47523 18.41853 -1.95270
O 18.46106 9.70127 -2.24085
H 25.89097 10.72065 -0.30563
O 25.92486 9.65791 2.47822
C 24.23056 13.68774 -2.62531
H 19.12600 16.70056 -2.05747
C 26.28468 8.58540 -2.90795
C 23.94734 12.43705 -7.24794
C 20.72007 10.76926 0.91092
H 25.16302 14.22464 -2.53303
C 23.65676 13.51068 -1.24036
H 24.25996 13.45664 -7.50966
H 26.56073 9.98303 -6.37334
H 18.12448 12.27379 -3.65648
C 23.50085 7.08007 -4.78341
C 19.70621 19.08954 0.32346
O 25.38113 11.57125 3.53160
C 25.90180 10.60492 -7.00834
O 21.12109 16.88169 -2.03385
C 22.40660 15.12737 2.32535
C 25.00555 7.13097 -6.62291
C 21.88088 16.81468 -0.90758
H 20.75373 12.43261 -2.04079
H 24.19397 9.97734 -0.08714
C 20.11197 12.76259 -2.86386
H 20.60185 12.99141 -3.80797
H 22.61291 13.59732 -3.92447
H 22.75184 15.23221 -3.26704
H 19.78805 16.93032 2.70069
H 22.42222 7.01472 -4.65604
O 23.83201 10.32553 -2.50491
C 19.08494 10.40156 -3.29441
C 21.90348 16.31054 3.20243
C 20.29008 13.16217 0.70565
H 19.87863 13.81923 -2.70687
H 24.60414 3.73898 -0.78993
O 24.85818 11.22213 1.33672
O 22.72544 12.41202 -6.50600
H 21.00692 10.80473 -0.13867
O 21.23803 17.17231 0.16951
C 23.84933 11.55504 -2.31528
C 20.39634 16.40194 3.46855
C 20.88714 12.12626 1.56228
O 17.47898 10.14534 -0.33932
H 26.21137 9.22210 -2.06397
H 19.69250 10.49437 0.93199
H 27.36686 8.35912 -3.13923
H 23.98000 8.13879 1.79338
O 26.12746 7.57931 -5.94147
H 25.85964 9.21839 -3.68776
H 22.14827 14.24463 2.86594
H 24.32242 13.74725 -0.40085
C 26.45532 6.86776 -8.49995
H 22.47847 9.74698 1.45223
H 18.62423 19.18709 0.44907
C 25.40524 10.86784 2.51793
H 21.24052 9.64916 2.74136
H 22.70404 13.99983 -1.19134
H 19.86716 15.50676 3.69684
H 23.82238 14.54736 -4.59202
C 23.31671 14.32440 -3.65095
O 24.05034 11.07080 -5.44667
C 25.15754 10.22804 0.36111
```